Record 1
{"formula": "C3H4N2O2", "method": "ωB97M-V with the def2-TZVPD basis set", "de_lowest_kj_mol": 484.17, "total_energy_ev": -10247.24698, "smiles": "Nc1ncoc1O", "orbital_gap_ev": 8.31, "symbols": ["C", "C", "C", "H", "H", "H", "H", "N", "N", "O", "O"], "xyz": [[0.3770, -0.2376, 0.1146], [-1.6220, -0.8585, -0.1202], [-0.2694, 0.8364, 0.1068], [2.0360, -1.3099, -0.4133], [2.3718, 0.1136, -0.6539], [-2.6694, -1.3383, -0.0467], [0.0991, 2.1230, 1.1109], [1.7192, -0.4811, -0.1263], [-0.3942, -1.3775, 0.3139], [-1.5784, 0.4624, -0.2657], [-0.0697, 2.0675, -0.0201]]}

=====

Record 2
{"formula": "C3H4N2O2", "method": "ωB97M-V with the def2-TZVPD basis set", "de_lowest_kj_mol": 319.30, "total_energy_ev": -10248.95582, "orbital_gap_ev": 9.45, "symbols": ["N", "C", "C", "O", "C", "O", "N", "H", "H", "H", "H"], "xyz": [[-1.7930, -0.3639, -0.1875], [-0.4973, -0.1278, 0.1709], [0.0938, 0.9543, 0.7477], [1.4619, 0.6033, 1.0352], [1.5862, -0.0272, -0.1632], [2.2475, 0.3487, -1.0770], [0.5148, -1.0404, -0.2225], [-1.9258, -0.8841, -1.0444], [-2.4441, 0.3962, -0.0478], [0.0581, 1.9729, 0.3934], [0.6980, -1.8320, 0.3952]]}

=====

Record 3
{"formula": "C3H4N2O2", "method": "ωB97M-V with the def2-TZVPD basis set", "de_lowest_kj_mol": 579.24, "total_energy_ev": -10246.26170, "smiles": "Nn1occc1=O", "orbital_gap_ev": 9.77, "symbols": ["C", "C", "C", "H", "H", "H", "H", "N", "N", "O", "O"], "xyz": [[-0.8487, -1.3905, 0.5006], [0.3140, -1.5511, -0.2490], [0.8009, -0.1859, -0.5634], [-0.4392, 2.6313, -0.8496], [0.4989, 2.3538, 0.6842], [-1.4969, -2.1541, 1.0875], [0.9706, -2.3513, 0.2743], [-0.2792, 1.9570, 0.0082], [-0.2205, 0.7649, -0.2342], [-1.1780, -0.0504, 0.4076], [1.8782, -0.0238, -1.0662]]}

=====

Record 4
{"formula": "C3H4N2O2", "method": "ωB97M-V with the def2-TZVPD basis set", "de_lowest_kj_mol": 329.39, "total_energy_ev": -10248.85121, "orbital_gap_ev": 9.60, "symbols": ["O", "C", "N", "C", "O", "C", "N", "H", "H", "H", "H"], "xyz": [[-2.2273, 0.6664, -0.1143], [-0.9768, 0.2291, 0.0074], [0.0348, 0.8117, 0.4899], [1.1099, -0.1865, 0.3322], [2.1748, 0.3298, -0.4133], [0.5569, -1.4334, -0.3771], [-0.7164, -1.0811, -0.4822], [-2.2484, 1.5722, 0.2307], [2.3080, 1.2331, -0.0979], [1.4217, -0.4995, 1.3457], [-1.4373, -1.6421, -0.9211]]}

=====

Record 5
{"formula": "C3H4N2O2", "method": "ωB97M-V with the def2-TZVPD basis set", "de_lowest_kj_mol": 623.86, "total_energy_ev": -10245.79923, "orbital_gap_ev": [7.06, 7.39], "symbols": ["C", "C", "C", "N", "N", "O", "O", "H", "H", "H", "H"], "xyz": [[-0.0853, 0.6601, 0.7831], [0.4365, -1.6581, -0.6995], [-0.2317, 1.0595, -0.5165], [0.3414, -0.5490, 1.3432], [0.5763, -1.6269, 0.5949], [0.9308, -1.7687, -1.7640], [-0.8706, 2.1666, -0.9703], [-0.1007, 1.2463, 1.6170], [-0.0648, 0.2966, -1.3453], [0.4707, -2.4808, 1.1808], [-1.4026, 2.6544, -0.2234]]}

=====

Record 6
{"formula": "C3H4N2O2", "method": "ωB97M-V with the def2-TZVPD basis set", "de_lowest_kj_mol": 654.45, "total_energy_ev": -10245.48217, "orbital_gap_ev": [7.46, 7.45], "symbols": ["C", "N", "N", "C", "O", "C", "O", "H", "H", "H", "H"], "xyz": [[-1.5406, -0.5495, 0.0214], [-0.2232, -0.0881, -0.0875], [0.7205, -0.7867, -0.6559], [1.9844, -0.4137, -0.1899], [2.2150, 0.3717, 0.7059], [-0.4573, 1.2891, 0.2027], [0.1200, 2.1926, 0.6849], [-2.2285, -0.3613, -0.7993], [-1.6159, -1.5446, 0.4665], [-1.7480, 0.8209, 0.4092], [2.7737, -0.9305, -0.7580]]}

=====

Record 7
{"formula": "C3H4N2O2", "method": "ωB97M-V with the def2-TZVPD basis set", "de_lowest_kj_mol": 490.66, "total_energy_ev": -10247.17980, "smiles": "[H]/N=C\\OC(O)=C=N", "orbital_gap_ev": 7.83, "symbols": ["C", "C", "C", "O", "N", "N", "O", "H", "H", "H", "H"], "xyz": [[0.6405, -0.7184, 0.0490], [0.9591, 0.5966, -0.0901], [-1.3307, 0.3846, 0.4233], [1.5209, -1.7098, 0.2738], [1.6372, 1.6069, -0.3024], [-2.3501, 0.7143, -0.2023], [-0.6505, -0.9865, 0.2510], [1.0251, -2.5217, 0.4562], [2.1548, 1.6268, -1.1847], [-2.5628, 0.2083, -1.0555], [-1.0435, 0.7989, 1.3818]]}

=====

Record 8
{"formula": "C3H4N2O3", "method": "ωB97M-V with the def2-TZVPD basis set", "de_lowest_kj_mol": 735.05, "total_energy_ev": -12291.37713, "orbital_gap_ev": 8.97, "symbols": ["C", "C", "C", "H", "H", "H", "H", "N", "N", "O", "O", "O"], "xyz": [[-0.1210, -1.0190, -1.6821], [-1.2997, 1.2024, 0.7741], [-0.1292, 1.0305, 1.7455], [2.3144, -2.3181, -1.0779], [-0.7489, -0.7269, -2.5960], [-2.1389, 1.9345, 1.1997], [0.5884, -0.1823, 1.9127], [0.9503, -1.7516, -1.7392], [-1.5556, 0.5887, -0.2797], [1.9439, -1.4961, -0.8705], [-0.2641, -0.2334, -0.4468], [0.0104, 1.9981, 2.5258]]}

=====

Record 9
{"formula": "C3H4N2O3", "method": "ωB97M-V with the def2-TZVPD basis set", "de_lowest_kj_mol": 249.43, "total_energy_ev": -12296.41020, "smiles": "N#CCOC(=O)NO", "orbital_gap_ev": 10.38, "symbols": ["C", "C", "C", "H", "H", "H", "H", "N", "N", "O", "O", "O"], "xyz": [[-1.0096, 0.5637, -0.0445], [1.2486, 0.6752, 0.0399], [2.4543, -0.1930, 0.0491], [-1.1387, -1.8163, 0.0621], [-3.0104, 0.2144, 0.1669], [1.2285, 1.2775, 0.9760], [1.2943, 1.3728, -0.7933], [-2.1204, -0.2186, 0.0298], [3.4445, -0.7921, -0.0259], [-2.0762, -1.6131, -0.0044], [-1.0144, 1.7669, -0.0201], [0.1152, -0.1849, -0.0638]]}

=====

Record 10
{"formula": "C3H4N2O3", "method": "ωB97M-V with the def2-TZVPD basis set", "de_lowest_kj_mol": 577.23, "total_energy_ev": -12293.01278, "orbital_gap_ev": [8.78, 8.72], "symbols": ["C", "C", "C", "N", "N", "O", "O", "O", "H", "H", "H", "H"], "xyz": [[-0.3234, 1.6211, 0.5045], [1.2412, -0.0516, 0.0017], [0.6725, -1.3175, -0.4339], [-1.3714, -1.1213, 0.7117], [-0.6567, 1.8801, -0.6970], [0.5519, 0.6806, 0.8489], [2.3878, 0.1657, -0.4012], [-0.5436, -1.6779, -0.0877], [-0.8554, 2.2505, 1.2940], [1.2626, -1.9127, -1.0763], [-2.2677, -1.7511, 0.6092], [-0.0977, 1.2341, -1.2740]]}

=====

Record 11
{"formula": "C3H4N2O3", "method": "ωB97M-V with the def2-TZVPD basis set", "de_lowest_kj_mol": 248.51, "total_energy_ev": -12296.41978, "smiles": "[H]/N=C\\NC(=O)C(=O)O", "orbital_gap_ev": 9.89, "symbols": ["C", "C", "C", "H", "H", "H", "H", "N", "N", "O", "O", "O"], "xyz": [[-1.7918, -0.5334, -0.0281], [-0.5567, 0.4513, -0.0863], [1.8627, 0.3554, 0.0528], [-2.9308, 1.1870, 0.2098], [0.3497, -1.2043, -0.0914], [2.1673, 1.5327, 0.2405], [2.7943, -1.4408, 0.2004], [0.5571, -0.1575, -0.1311], [2.8951, -0.3257, 0.0443], [-3.0022, 0.1439, 0.3104], [-1.4392, -1.6860, -0.3309], [-0.9054, 1.6773, -0.3902]]}

=====

Record 12
{"formula": "C3H4N2O3", "method": "ωB97M-V with the def2-TZVPD basis set", "de_lowest_kj_mol": 456.68, "total_energy_ev": -12294.26219, "smiles": "NC(=O)/C(C=O)=N/O", "orbital_gap_ev": 9.06, "symbols": ["C", "C", "C", "H", "H", "H", "H", "N", "N", "O", "O", "O"], "xyz": [[1.1273, 0.1985, 0.7377], [-0.2387, -0.3797, 0.2309], [-1.3174, -0.7879, 1.1661], [2.4556, 1.8119, -0.0535], [1.0666, 0.9460, -1.2249], [-2.1135, -1.3935, 0.7372], [-1.2719, -0.3929, -2.5988], [1.6781, 0.8953, -0.3248], [-0.3344, -0.0092, -1.0493], [1.8025, -0.0176, 1.7614], [-1.4309, -0.3143, 2.2006], [-1.4233, -0.5566, -1.5827]]}

=====

Record 13
{"formula": "C3H4N2O3", "method": "ωB97M-V with the def2-TZVPD basis set", "de_lowest_kj_mol": 1088.57, "total_energy_ev": -12287.71320, "orbital_gap_ev": 8.80, "symbols": ["C", "C", "C", "H", "H", "H", "H", "N", "N", "O", "O", "O"], "xyz": [[0.5941, -0.4358, -0.4038], [-0.3402, -0.8584, 0.7609], [-1.6149, -0.6502, 0.3006], [3.8610, 0.0672, 0.5521], [0.2250, -1.2454, 1.6707], [-2.6240, -0.6537, 0.8626], [-1.4030, 2.5653, -1.3187], [1.8776, -0.2397, -0.4661], [-1.5423, 0.3717, -0.8933], [2.8662, -0.6223, 0.6108], [-1.7196, 1.7270, -0.2112], [-0.1799, -0.0258, -1.4646]]}

=====

Record 14
{"formula": "C3H4N2O3", "method": "ωB97M-V with the def2-TZVPD basis set", "de_lowest_kj_mol": 556.79, "total_energy_ev": -12293.22469, "smiles": "COn1ocnc1=O", "orbital_gap_ev": 10.62, "symbols": ["C", "C", "C", "H", "H", "H", "H", "N", "N", "O", "O", "O"], "xyz": [[1.6878, -0.4288, 0.4987], [-2.0794, -0.3018, -0.0064], [-0.4612, 1.1610, -0.3907], [1.0868, -1.4624, 0.8400], [2.8473, -0.2442, 0.3039], [1.5110, 0.5340, 0.9821], [-3.0944, -0.8466, 0.2066], [-0.0861, -0.0221, -0.9536], [-1.8078, 0.9459, 0.0952], [1.2384, -0.2412, -0.8271], [-1.0813, -1.1946, -0.4524], [0.2389, 2.1008, -0.2962]]}

=====

Record 15
{"formula": "C3H4N2OS", "method": "ωB97M-V with the def2-TZVPD basis set", "de_lowest_kj_mol": 329.72, "total_energy_ev": -19035.63109, "smiles": "CN(O)C(=S)C#N", "orbital_gap_ev": 8.91, "symbols": ["C", "C", "C", "H", "H", "H", "H", "N", "N", "O", "S"], "xyz": [[0.0200, 1.1226, -0.8260], [-0.0303, -1.1149, 0.5846], [0.1465, -1.7595, -0.7061], [0.2463, 0.5992, -1.8478], [0.9465, 1.7573, -0.5594], [-0.7558, 1.8989, -0.7318], [-0.4028, 0.4186, 2.1097], [0.0218, 0.2263, 0.3190], [0.4100, -2.2288, -1.7197], [-0.3074, 1.0159, 1.4291], [-0.2948, -1.9356, 1.9483]]}

=====

Record 16
{"formula": "C3H4N2OS", "method": "ωB97M-V with the def2-TZVPD basis set", "de_lowest_kj_mol": 380.27, "total_energy_ev": -19035.10718, "smiles": "O[C@@]12C=CNN1S2", "orbital_gap_ev": 8.89, "symbols": ["C", "C", "C", "N", "N", "O", "S", "H", "H", "H", "H"], "xyz": [[0.6252, 0.6904, -0.5074], [1.3156, -0.4241, -0.2948], [-0.7184, 0.4767, 0.0991], [0.5831, -1.3462, 0.3528], [-0.6863, -0.9989, 0.6856], [-1.2647, 1.7583, 0.3712], [-1.7992, -0.7822, -0.7393], [0.9341, 1.5238, -1.0360], [2.3617, -0.4573, -0.6720], [0.7310, -2.1987, 0.7883], [-2.0822, 1.7582, 0.9524]]}

=====

Record 17
{"formula": "C3H4N2OS", "method": "ωB97M-V with the def2-TZVPD basis set", "de_lowest_kj_mol": 314.31, "total_energy_ev": -19035.79080, "smiles": "SCc1nnco1", "orbital_gap_ev": 10.14, "symbols": ["C", "C", "C", "H", "H", "H", "H", "N", "N", "O", "S"], "xyz": [[1.2779, 0.4384, -0.0850], [-0.0654, -0.2506, 0.2671], [-2.2266, -0.5524, 0.5794], [2.6983, 1.4310, -1.5208], [1.4155, 1.4857, 0.3551], [2.0361, -0.2445, 0.0309], [-3.4315, -0.6880, 0.2453], [-0.3199, -1.4325, 0.8583], [-1.6382, -1.5339, 1.0242], [-1.3294, 0.3219, 0.0803], [1.5831, 1.0249, -1.8347]]}

=====

Record 18
{"formula": "C3H4N2OS", "method": "ωB97M-V with the def2-TZVPD basis set", "de_lowest_kj_mol": 477.95, "total_energy_ev": -19034.09486, "orbital_gap_ev": 8.40, "symbols": ["C", "C", "C", "N", "N", "O", "S", "H", "H", "H", "H"], "xyz": [[-0.2656, -0.9364, -0.5759], [-0.3697, -0.8475, 0.7642], [-0.5237, 1.1612, -0.0348], [0.2610, 0.3638, -1.0413], [-0.0490, 0.4548, 1.1539], [2.2861, -0.8078, 0.1939], [1.6904, 0.4910, 0.0124], [-0.5139, -1.6723, -1.3992], [-0.6214, -1.4993, 1.5860], [-0.2397, 2.2535, -0.2867], [-1.6546, 1.0389, -0.3725]]}

=====

Record 19
{"formula": "C3H4N2OS", "method": "ωB97M-V with the def2-TZVPD basis set", "de_lowest_kj_mol": 402.16, "total_energy_ev": -19034.88033, "orbital_gap_ev": 8.13, "symbols": ["C", "C", "C", "N", "N", "O", "S", "H", "H", "H", "H"], "xyz": [[1.7715, -0.4931, 0.2611], [-2.1900, 0.4052, -0.1726], [1.2746, 0.6903, -0.0692], [0.9547, -1.6039, 0.0816], [-0.9686, -0.0389, 0.1689], [-3.0275, 0.8824, 0.5506], [-0.5725, -1.5121, 0.3141], [2.7778, -0.7434, 0.5877], [-2.3772, 0.1175, -1.2574], [1.9905, 1.4771, 0.1453], [0.3667, 0.8190, -0.6102]]}

=====

Record 20
{"formula": "C3H4N2OS", "method": "ωB97M-V with the def2-TZVPD basis set", "de_lowest_kj_mol": 698.11, "total_energy_ev": -19031.81306, "orbital_gap_ev": 8.76, "symbols": ["C", "C", "C", "H", "H", "H", "H", "N", "N", "O", "S"], "xyz": [[0.0709, 0.2931, -0.3691], [-1.1584, -0.3122, -0.8186], [-2.1232, -1.1087, -0.9998], [-0.1016, -1.7268, 1.9328], [1.4791, -0.0405, 1.1009], [1.8126, 3.2335, -0.8201], [-3.0861, -1.7189, -0.7523], [0.5691, -0.4927, 0.6843], [0.6485, 1.0911, -1.1087], [-0.4254, -0.7679, 1.7479], [2.3145, 1.5500, -0.5973]]}